(1)
A single C6H7NO3 molecule, computed with ωB97M-V with the def2-TZVPD basis set.

```
! RIJCOSX wB97M-V def2-TZVPD def2/J DEFGRID3
* xyz 0 1
O -2.81 2.47 -0.17
O 1.85 0.31 -0.25
O 3.83 1.26 0.01
N -3.91 0.48 -0.28
C -0.45 -0.05 0.10
C -2.81 1.11 -0.28
C 3.02 0.45 0.37
C 0.89 -0.62 0.28
C -1.54 0.45 -0.04
C 1.05 -1.97 -0.41
H 2.02 -2.40 -0.16
H -1.93 2.81 0.04
H 1.06 -0.74 1.36
H 0.97 -1.85 -1.50
H 0.26 -2.65 -0.07
H 3.17 -0.24 1.22
H -4.68 1.16 -0.22
*
```

The value obtained for the molecular weight is 141.1 g mol⁻¹. The SMILES is [H]/N=C(\O)C#C[C@@H](C)OC=O.

***

(2)
3 unconnected molecules or ions with the total composition C13H27N6O3PSi, computed with ωB97M-V with the def2-TZVPD basis set.

```
! RIJCOSX wB97M-V def2-TZVPD def2/J DEFGRID3
* xyz 0 1
P 1.98 -0.32 -0.20
Si 3.03 -1.07 1.65
O 2.50 2.86 2.50
O 1.15 2.73 4.29
O 0.41 -0.28 0.40
N 6.70 -2.60 0.20
N -7.26 1.12 -1.97
N 6.10 -0.48 0.92
N 2.46 1.32 -0.27
N 5.01 -1.39 -1.02
N -2.22 -1.02 -2.25
C -3.64 0.33 -3.27
C 5.55 -1.68 0.31
C 1.96 2.20 3.56
C -2.80 -0.26 -1.27
C -2.72 -0.66 -3.47
C -7.68 1.22 -0.68
C -9.46 0.95 -2.02
C 2.42 0.77 3.74
C -8.34 0.96 -2.80
C 3.58 0.26 2.86
C -9.05 1.12 -0.67
C 4.42 -2.25 1.18
C -3.69 0.59 -1.87
H 7.17 -2.65 1.10
H -4.30 1.31 -1.35
H -1.52 -1.73 -2.11
H -9.67 1.16 0.21
H 3.98 -3.13 0.69
H 4.38 -2.12 -1.32
H 5.79 -1.36 -1.67
H 7.03 -0.33 0.54
H 2.69 0.70 4.80
H 1.51 0.16 3.59
H 2.12 1.71 -1.15
H -6.30 1.16 -2.27
H 4.87 -2.58 2.13
H 4.33 -0.21 3.50
H -8.22 0.86 -3.86
H 2.08 1.88 0.48
H -0.20 -0.54 -0.29
H 4.09 1.08 2.34
H -2.39 -1.14 -4.37
H 2.01 -1.87 2.38
H -2.54 -0.39 -0.23
H -10.48 0.84 -2.37
H 6.38 -3.52 -0.06
H 2.44 3.80 2.71
H -4.21 0.83 -4.03
H -6.98 1.35 0.13
H 5.54 0.32 0.63
*
```

The value obtained for the molecular weight is 374.5 g mol⁻¹. The SMILES is NP(O)[Si@H](CCC(=O)O)CC(N)(N)N.c1cc[nH]c1.c1cc[nH]c1.

***

(3)
2 unconnected molecules or ions with the total composition C2H2FNO2, computed with ωB97M-V with the def2-TZVPD basis set.

```
! RIJCOSX wB97M-V def2-TZVPD def2/J DEFGRID3
* xyz 0 1
F -0.31 -0.76 -2.48
O -1.41 0.28 2.06
O -0.43 1.35 -1.77
N -0.63 0.28 -1.40
C -0.38 0.03 1.51
C 0.67 -0.25 0.76
H 1.56 0.45 0.68
H 0.94 -1.38 0.64
*
```

The value obtained for the molecular weight is 91.0 g mol⁻¹. The SMILES is C=C=O.O=NF.

***

(4)
5 unconnected molecules or ions with the total composition C21H44N2O15S, computed with ωB97M-V with the def2-TZVPD basis set.

```
! RIJCOSX wB97M-V def2-TZVPD def2/J DEFGRID3
* xyz 0 1
S 0.49 0.17 -1.16
O 1.60 -0.42 -1.87
O 0.41 1.59 -0.92
O -0.05 8.04 2.94
O -1.35 3.78 2.45
O -6.90 -1.06 0.86
O 4.90 -3.69 -6.18
O -2.66 1.96 2.69
O 4.97 -3.32 -3.95
O -8.06 0.82 0.38
O -5.91 0.96 0.60
O -0.43 7.96 0.72
O 3.50 -2.28 -5.32
O 0.93 -2.53 1.78
O 0.99 9.44 1.66
O -2.41 3.51 4.31
N -0.33 -2.58 -1.60
N 0.99 -4.32 -0.56
C 0.92 -2.05 0.45
C 4.50 -3.12 -5.05
C 5.98 -4.62 -6.02
C -0.98 6.96 3.11
C 5.41 -3.37 -0.08
C -4.65 0.35 0.87
C 0.18 -3.13 -0.36
C 0.26 -0.67 0.38
C -0.23 -3.37 1.99
C 4.13 -4.02 0.45
C -3.32 2.76 5.13
C -1.05 3.35 1.11
C 3.00 -1.56 -4.19
C -6.95 0.13 0.64
C -0.93 -3.47 0.63
C -9.26 0.04 0.39
C -2.19 2.99 3.11
C 1.26 9.95 0.35
C 0.12 8.43 1.68
C 2.24 -4.19 -1.32
C 3.41 -4.88 -0.61
H 2.13 -4.62 -2.32
H 5.69 -5.43 -5.36
H 4.36 -4.63 1.33
H 6.07 -4.13 -0.51
H 1.98 10.75 0.51
H 3.76 -0.90 -3.77
H 2.66 -2.25 -3.42
H 0.73 0.01 1.10
H -0.64 -0.18 -1.82
H -0.66 6.08 2.55
H -0.34 4.08 0.72
H -4.64 -0.09 1.87
H -10.06 0.74 0.16
H -9.41 -0.43 1.36
H -0.92 -3.28 -2.04
H -0.81 -0.70 0.58
H 1.16 -4.81 0.30
H -3.91 1.14 0.81
H -0.60 2.36 1.12
H -2.92 1.76 5.30
H -0.99 6.74 4.17
H 0.44 -2.39 -2.24
H -4.45 -0.43 0.13
H 6.18 -4.99 -7.02
H -0.87 -2.94 2.76
H 6.85 -4.12 -5.61
H 5.20 -2.64 -0.86
H 1.96 -1.92 0.13
H -1.71 -2.71 0.54
H -4.29 2.68 4.64
H -1.97 7.26 2.78
H 2.16 -0.98 -4.57
H 2.48 -3.13 -1.46
H -1.95 3.34 0.51
H 4.13 -5.19 -1.37
H 1.68 9.18 -0.28
H 3.04 -5.80 -0.15
H -3.39 3.31 6.06
H 0.35 10.33 -0.10
H 0.14 -4.33 2.36
H -9.21 -0.74 -0.37
H 5.96 -2.87 0.72
H 3.45 -3.24 0.80
H -1.38 -4.44 0.44
*
```

The value obtained for the molecular weight is 596.6 g mol⁻¹. The SMILES is CCCCN[C@@]1(N)CCO[C@@H]1C[SH](=O)=O.COC(=O)OC.COC(=O)OC.COC(=O)OC.COC(=O)OC.

***

(5)
7 unconnected molecules or ions with the total composition C9H32N6O7, computed with ωB97M-V with the def2-TZVPD basis set.

```
! RIJCOSX wB97M-V def2-TZVPD def2/J DEFGRID3
* xyz 0 1
O -3.35 -1.39 -0.56
O -0.89 0.98 0.69
O 2.13 -3.05 2.21
O 0.56 -0.37 -3.78
O 1.53 2.15 2.45
O 1.79 -0.17 0.64
O -1.95 -0.96 -2.82
N -2.54 -1.04 1.57
N 0.12 -1.98 1.59
N 2.99 1.70 0.19
N 3.62 -0.17 -0.74
N -4.06 -2.62 1.38
N -0.02 -3.78 2.92
C -0.08 2.27 -1.21
C -3.40 -1.63 0.84
C 1.40 -1.08 -3.06
C 0.74 -2.92 2.28
C -0.84 1.00 -0.71
C 2.77 0.48 -0.03
C -2.54 -1.66 -3.98
C 1.58 3.53 2.67
C 0.84 4.26 1.53
H -0.27 2.26 -2.33
H 1.17 3.56 3.68
H -2.99 -2.61 -3.71
H -0.37 -0.49 -3.46
H -1.96 -0.28 1.09
H 0.51 -4.40 3.64
H 4.53 0.21 -1.12
H -0.14 1.36 1.15
H 1.00 2.22 -1.10
H 1.97 1.60 3.11
H 0.79 -1.33 1.06
H -0.89 -1.69 1.74
H 3.41 -1.10 -0.89
H 2.28 2.04 0.89
H -0.20 4.02 1.60
H -1.86 0.95 -1.04
H -1.64 -1.82 -4.57
H -4.78 -3.04 0.75
H 0.97 5.40 1.57
H 3.63 2.35 -0.34
H -2.57 -1.19 2.64
H 1.13 -2.11 -3.22
H -4.22 -2.67 2.40
H -0.29 0.17 -1.13
H 1.10 3.91 0.52
H -3.17 -1.04 -4.66
H -2.40 -1.27 -2.02
H -0.54 3.07 -0.70
H 1.38 -0.74 -2.00
H 2.48 -0.90 -3.28
H 2.62 3.87 2.65
H -1.08 -3.84 2.98
*
```

The value obtained for the molecular weight is 336.4 g mol⁻¹. The SMILES is NC(N)=O.NC(N)=O.NC(N)=O.CCO.CCO.CO.CO.

***

(6)
A molecular structure, C26H37N10SScSi2, computed with ωB97M-V with the def2-TZVPD basis set.

```
! RIJCOSX wB97M-V def2-TZVPD def2/J DEFGRID3
* xyz 0 1
Sc -16.59 -1.04 -7.31
S -16.04 0.65 -5.41
Si -17.89 1.23 -9.44
Si -18.05 -2.20 -4.45
N -17.52 -2.84 -11.85
N -14.70 2.85 -5.79
N -18.39 -4.75 -9.50
N -18.07 -0.04 -8.27
N -14.42 -0.07 -7.64
N -18.15 -1.40 -5.95
N -14.19 1.22 -7.26
N -17.65 -3.20 -8.15
N -16.39 -1.79 -10.31
N -14.71 -2.67 -7.91
C -18.76 1.02 -11.13
C -21.74 0.06 -7.62
C -20.53 0.19 -8.31
C -21.72 -0.43 -6.31
C -12.24 0.02 -8.83
C -12.65 -4.22 -8.98
C -18.36 2.95 -8.76
C -16.10 -1.23 -11.52
C -18.02 -0.98 -3.02
C -19.34 -0.83 -6.42
C -20.55 -0.87 -5.72
C -14.87 1.61 -6.23
C -16.40 -3.16 -4.39
C -18.24 -4.17 -7.42
C -13.49 -0.63 -8.34
C -18.69 -5.14 -8.24
C -12.60 -2.85 -9.06
C -17.77 -3.53 -9.43
C -14.73 -4.00 -7.90
C -19.34 -0.21 -7.70
C -13.72 -4.79 -8.37
C -16.82 -1.84 -12.49
C -13.65 -2.10 -8.49
C -16.04 1.54 -9.79
C -19.41 -3.53 -4.10
C -17.24 -2.74 -10.50
H -20.46 0.61 -9.33
H -22.67 0.42 -8.05
H -17.70 -1.45 -2.07
H -15.31 0.75 -9.87
H -12.32 1.10 -8.88
H -22.64 -0.44 -5.74
H -16.29 -3.96 -5.13
H -18.21 3.64 -9.56
H -11.74 -2.36 -9.50
H -19.38 3.00 -8.37
H -17.73 3.25 -7.91
H -11.84 -4.86 -9.33
H -11.40 -0.22 -8.19
H -19.80 1.33 -11.09
H -18.77 -5.18 -10.32
H -16.00 2.10 -10.76
H -19.00 -0.58 -2.81
H -19.83 -3.90 -5.03
H -20.55 -1.21 -4.70
H -16.91 -1.70 -13.54
H -12.02 -0.36 -9.87
H -15.53 -2.49 -4.48
H -15.27 3.09 -4.98
H -18.24 -4.13 -6.36
H -16.29 -3.61 -3.42
H -18.25 1.57 -11.91
H -18.23 -3.43 -12.25
H -15.41 -0.40 -11.60
H -15.66 2.20 -9.01
H -13.84 -5.84 -8.18
H -18.97 -4.36 -3.59
H -14.08 3.49 -6.25
H -20.24 -3.14 -3.48
H -18.74 -0.05 -11.39
H -19.13 -6.08 -8.07
H -17.33 -0.14 -3.21
H -15.61 -4.45 -7.48
*
```

The value obtained for the molecular weight is 622.8 g mol⁻¹.

***

(7)
A molecular structure, C40H44BBiN10O3S4, computed with ωB97M-V with the def2-TZVPD basis set.

```
! RIJCOSX wB97M-V def2-TZVPD def2/J DEFGRID3
* xyz 0 1
Bi -0.67 -0.08 0.88
S 2.79 1.07 -2.90
S -0.61 0.33 3.49
S -2.42 1.87 0.91
S 2.46 0.41 0.78
O 0.28 2.73 -0.26
O 3.52 -3.56 2.20
O 1.07 -2.58 1.69
N 4.12 -1.68 0.84
N 2.02 1.11 3.83
N -2.77 -1.20 1.35
N -1.40 0.41 -1.59
N 0.19 -3.20 -0.32
N 2.47 0.60 -5.47
N 3.50 -0.88 2.94
N -0.84 -2.55 0.16
N 3.60 -1.07 -4.27
N 0.68 2.76 3.40
C -1.85 1.18 -4.23
C -3.09 3.16 -3.43
C 2.64 -0.03 -6.65
C -3.55 3.90 -2.38
C -4.98 -1.20 2.24
C 3.37 -0.79 1.60
C -3.68 -0.75 2.23
C 2.40 3.78 -0.55
C -4.43 -2.59 0.37
C 2.11 0.65 -7.87
C 0.70 3.49 -2.47
C 3.81 -4.75 -1.63
C -1.11 0.08 -3.94
C -3.31 3.48 -1.06
C 4.37 -1.83 3.51
C 1.06 3.27 -1.02
C 4.50 -1.21 -0.49
C -2.03 -2.84 -0.23
C 4.40 -3.10 3.14
C 1.95 3.29 3.53
C 4.46 -3.04 -5.35
C 2.77 2.25 3.80
C 3.28 -1.22 -6.65
C 4.98 -3.92 0.33
C -0.51 3.57 3.17
C -0.87 -0.28 -2.58
C -5.37 -2.11 1.25
C 0.00 -1.46 -2.27
C 2.66 -4.17 -1.23
C 3.75 -1.72 -5.40
C 3.78 -3.16 0.82
C 2.98 0.14 -4.26
C 4.98 -4.64 -0.79
C -2.13 1.54 -1.85
C -2.63 2.32 -0.77
C 0.74 1.42 3.57
C 2.54 -3.47 0.01
C -3.10 -2.18 0.48
C 1.30 -3.06 0.45
C -2.37 1.97 -3.18
B 2.62 -0.29 4.13
H 3.18 3.19 -1.04
H 1.03 0.76 -7.82
H -4.70 -3.32 -0.39
H 3.85 -5.33 -2.54
H -2.24 -3.66 -0.91
H -1.38 3.04 3.54
H 1.57 3.78 -3.06
H -0.57 -2.28 -1.84
H 3.37 -0.14 5.06
H -0.70 -0.54 -4.72
H 5.88 -5.17 -1.08
H 2.00 1.49 -5.42
H -3.34 0.00 2.92
H 3.67 -1.19 -1.20
H -0.06 4.28 -2.52
H 2.53 4.82 -0.85
H 2.37 0.08 -8.76
H 3.83 2.23 3.96
H 4.92 -3.17 -4.38
H 2.49 3.67 0.53
H -2.04 1.48 -5.25
H -0.64 3.76 2.10
H -4.10 4.82 -2.56
H 1.86 -2.75 2.24
H -3.67 4.08 -0.23
H 5.05 -3.84 3.58
H 1.73 -1.07 4.36
H 0.78 -1.19 -1.55
H 4.97 -1.49 4.34
H 0.49 -1.82 -3.17
H 5.28 -1.87 -0.87
H -3.26 3.47 -4.45
H 4.90 -0.20 -0.41
H 2.14 4.34 3.42
H 3.45 -1.77 -7.57
H 0.26 2.58 -2.88
H 5.85 -3.85 0.97
H -6.40 -2.43 1.19
H 2.55 1.65 -7.96
H 3.74 -3.85 -5.51
H 5.20 -3.10 -6.15
H 1.76 -4.27 -1.82
H -0.39 4.51 3.70
H -5.68 -0.83 2.98
*
```

The value obtained for the molecular weight is 1060.9 g mol⁻¹.

***

no.,maximum force (eV/Å),gap between HOMO and LUMO (eV)
1,1.945,10.76
2,0.678,8.66
3,3.270,8.87
4,0.627,9.49
5,8.930,8.29
6,1.872,5.70
7,1.142,5.92